Entry 1:
ORCA calculation (ωB97M-V/def2-TZVPD) on C31H24N2P2PdS2Te as an isolated structure.

Summary:
Net charge: -2
Relative energy (zero: lowest compared OMol25 entry of this formula, charge and spin): 1.0708 eV
Kohn-Sham gap: 4.83 eV
Spin multiplicity: 1

Each line ends with the Mulliken charge.
Geometry (Å):
Te (3.10832, 2.99002, -1.37789)  0.24
Pd (0.05930, 0.20809, -0.39921)  -0.51
S (0.93660, -4.47104, -1.75922)  -0.55
S (-2.14343, 0.66503, -0.75999)  -0.83
P (2.35483, 0.43046, 0.36654)  0.35
P (0.39995, 2.27238, 0.26955)  0.41
N (0.11144, -1.85999, -1.10019)  -0.43
N (6.53670, 5.89532, 0.70488)  -0.67
C (2.36430, -0.08196, 2.13646)  1.16
C (-0.21852, 2.51085, 1.98768)  1.06
C (4.40547, 5.61373, -0.36538)  -0.25
C (6.72452, -0.59820, -0.73275)  -0.47
C (-0.11004, 3.87930, -0.45337)  0.38
C (2.69436, 0.78047, 3.17537)  0.12
C (0.50935, 3.24882, 2.91711)  0.04
C (1.93624, -1.82540, 3.74797)  -0.56
C (4.09642, 0.03742, -0.05644)  0.22
C (-1.16637, 2.83268, 4.58711)  -0.49
C (4.58419, 4.23760, -0.46912)  -0.17
C (-1.88993, 2.08773, 3.66667)  -0.67
C (5.15851, 0.57489, 0.66596)  -0.82
C (1.96937, -1.38604, 2.43284)  -0.93
C (6.46601, 0.26191, 0.32840)  -0.42
C (-1.06832, 3.96344, -1.45328)  -0.27
C (2.64946, 0.34567, 4.49259)  -0.85
C (4.36160, -0.82673, -1.11248)  -0.40
C (-1.41941, 1.92193, 2.36997)  -0.38
C (0.08990, 6.28488, -0.44502)  -0.85
C (2.27596, -0.96006, 4.78040)  -0.53
C (0.45319, -2.93768, -1.37338)  0.20
C (-0.86818, 6.36801, -1.45085)  -0.41
C (-1.43917, 5.20893, -1.95097)  -0.55
C (5.77707, 3.71997, 0.02456)  -0.01
C (0.46803, 5.04730, 0.04496)  -0.22
C (6.70434, 4.57766, 0.59771)  -0.40
C (2.21816, 2.26199, 0.39536)  -0.72
C (5.67063, -1.14415, -1.45055)  -0.54
C (5.39566, 6.38657, 0.22320)  -0.34
C (0.03816, 3.41447, 4.21002)  -0.68
H (7.28666, 0.68828, 0.89448)  0.40
H (1.47243, 3.65651, 2.63042)  0.18
H (2.88767, 1.03285, 5.29678)  0.37
H (-1.51666, 3.03849, -1.80949)  0.25
H (5.97930, 2.65762, -0.02781)  0.37
H (3.50409, 6.07964, -0.74191)  0.39
H (5.26732, 7.46197, 0.31040)  0.35
H (7.74686, -0.84611, -0.99397)  0.35
H (-2.18662, 5.26783, -2.73390)  0.38
H (1.66288, -2.04621, 1.62771)  0.33
H (-1.97438, 1.34549, 1.63259)  0.15
H (1.23386, 4.97694, 0.80795)  0.38
H (3.53156, -1.25276, -1.66444)  0.40
H (-2.82405, 1.62232, 3.95889)  0.41
H (7.63709, 4.18370, 0.99176)  0.36
H (2.22976, -1.29705, 5.80989)  0.35
H (-1.53096, 2.94966, 5.60177)  0.36
H (5.86560, -1.82076, -2.27368)  0.39
H (0.61784, 3.98242, 4.92928)  0.38
H (0.54596, 7.18600, -0.04947)  0.39
H (-1.16489, 7.33608, -1.83925)  0.36
H (2.95218, 1.80662, 2.93651)  0.41
H (1.62293, -2.83921, 3.96647)  0.41
H (4.95626, 1.25273, 1.48681)  0.66

Entry 2:
ORCA calculation (ωB97M-V/def2-TZVPD) on C12H19O7PTi as an isolated structure.

Summary:
Net charge: +2
Relative energy (zero: lowest compared OMol25 entry of this formula, charge and spin): 0.0000 eV
⟨S²⟩: 2.010
Kohn-Sham gap (alpha / beta): 6.95 / 7.21 eV
Spin multiplicity: 3

Each line ends with the Mulliken charge.
Geometry (Å):
Ti (-0.85390, -0.99716, -2.23792)  -0.30
P (-0.23154, 0.37115, 0.11995)  0.49
O (0.43836, -0.73510, 1.12198)  -0.19
O (1.68126, 0.91097, -2.67258)  -0.19
O (-2.81211, 1.66137, -2.43926)  -0.13
O (-1.46301, 1.01565, 0.98544)  -0.21
O (-2.57155, -1.93710, 0.37232)  -0.18
O (1.33275, -3.39971, -1.45973)  -0.10
O (0.89715, 1.55521, 0.15629)  -0.30
C (-1.82637, -2.20438, -3.75430)  -0.49
C (2.29447, 1.24306, 0.52746)  -0.09
C (-0.65940, 2.42393, 2.88456)  -0.99
C (-1.50257, 2.33142, 1.64625)  -0.21
C (-0.80519, -1.42374, -4.41022)  -0.42
C (-1.89606, -1.51812, -0.49376)  0.42
C (0.76585, 0.22664, -2.45165)  0.56
C (0.01712, -1.32212, 2.38791)  -0.27
C (0.54276, -2.62575, -1.78773)  0.41
C (-2.15563, 0.71156, -2.39370)  0.47
C (3.03318, 2.55397, 0.57609)  -1.34
C (0.47709, -2.75607, 2.35375)  -1.15
H (2.69195, 0.54212, -0.22284)  0.41
H (3.02437, 3.05413, -0.39598)  0.33
H (0.13201, -3.29817, 1.46371)  0.21
H (-2.89058, -1.95750, -3.91386)  0.32
H (1.56656, -2.77253, 2.37168)  0.32
H (-1.05955, -0.55395, -5.04048)  0.33
H (-1.67748, -3.29280, -3.64101)  0.32
H (0.12349, -1.89864, -4.77293)  0.32
H (4.07155, 2.33987, 0.83931)  0.41
H (2.29247, 0.76169, 1.51706)  0.26
H (2.60334, 3.22700, 1.33056)  0.31
H (0.13351, -3.26646, 3.25344)  0.43
H (-1.23373, 3.10175, 0.91520)  0.30
H (0.41252, 2.31434, 2.68788)  0.19
H (-1.06104, -1.20732, 2.52833)  0.35
H (-2.55353, 2.48163, 1.92261)  0.33
H (-0.80232, 3.43295, 3.28510)  0.42
H (0.50881, -0.78294, 3.21291)  0.39
H (-0.98501, 1.68916, 3.62814)  0.29

Entry 3:
ORCA calculation (ωB97M-V/def2-TZVPD) on C20H31MgN6O2 as an isolated structure.

Summary:
Net charge: +1
Kohn-Sham gap: 8.33 eV
Spin multiplicity: 1

Each line ends with the Mulliken charge.
Geometry (Å):
Mg (7.15914, 10.90886, 9.73638)  0.90
O (6.09842, 12.40724, 8.86066)  -0.61
O (8.85625, 11.56221, 9.01626)  -1.14
N (6.28434, 10.79036, 11.70129)  -0.34
N (6.35819, 8.63390, 7.21973)  0.07
N (5.69438, 6.89200, 8.47794)  0.00
N (7.67890, 11.99262, 13.15191)  0.08
N (6.33089, 8.98390, 9.50764)  -0.01
N (6.51394, 10.35290, 14.09546)  0.01
C (7.71164, 12.25641, 14.60369)  -0.63
C (6.13002, 5.85883, 9.45314)  -0.91
C (9.33761, 14.05515, 5.73536)  -0.84
C (6.17700, 8.19746, 8.48066)  0.52
C (8.18844, 14.08986, 6.45914)  -0.98
C (5.81970, 8.54907, 10.82823)  -0.36
C (7.92742, 13.00847, 12.17043)  -0.79
C (5.62552, 14.45459, 7.83181)  -1.80
C (8.97841, 12.33638, 7.94704)  0.55
C (7.95463, 13.20963, 7.51335)  0.98
C (7.42060, 10.87947, 15.12751)  -0.59
C (5.76686, 7.70984, 6.25278)  -0.69
C (5.66349, 6.44522, 7.08251)  -0.70
C (6.81350, 11.03908, 12.88301)  0.34
C (6.59106, 9.99933, 6.80662)  -0.73
C (10.30628, 13.12856, 6.07932)  -0.52
C (10.14188, 12.28956, 7.15885)  -0.63
C (6.59023, 13.27609, 8.12970)  1.10
C (5.22517, 9.74834, 11.55244)  -1.44
C (6.38283, 8.91235, 14.19399)  -1.08
H (6.75108, 5.10578, 8.95409)  0.36
H (4.79460, 9.48313, 12.49097)  0.57
H (5.17237, 14.41294, 6.83396)  0.39
H (5.67014, 10.56793, 6.78965)  0.42
H (7.01094, 13.07719, 14.87168)  0.29
H (5.44584, 8.52404, 13.81849)  0.32
H (10.96636, 11.65238, 7.51638)  0.41
H (6.68660, 6.35504, 10.26156)  0.27
H (7.26134, 8.33065, 13.78711)  0.31
H (7.04852, 13.69683, 11.99396)  0.32
H (4.39532, 10.10971, 10.95433)  0.36
H (8.39887, 12.54660, 11.19520)  0.18
H (8.74611, 13.64214, 12.51906)  0.38
H (6.63303, 8.07143, 11.37166)  0.32
H (7.01898, 10.85093, 16.15962)  0.36
H (11.25882, 13.12657, 5.61066)  0.43
H (4.80584, 5.84952, 6.84946)  0.38
H (9.43784, 14.70330, 4.88904)  0.42
H (5.23413, 5.44305, 9.86478)  0.33
H (6.30913, 8.67205, 15.25412)  0.43
H (7.27746, 10.54357, 7.44495)  0.02
H (6.53500, 5.83586, 6.87883)  0.36
H (7.42074, 14.83744, 6.22419)  0.33
H (4.76332, 8.07362, 6.04244)  0.33
H (6.07412, 15.41726, 7.87270)  0.51
H (6.34584, 7.70341, 5.34165)  0.40
H (8.37080, 10.24282, 15.16254)  0.34
H (8.69159, 12.59893, 14.83034)  0.39
H (6.92096, 9.92779, 5.76444)  0.32
H (5.04655, 7.77282, 10.67434)  0.62
H (4.83108, 14.41831, 8.54915)  0.39

Entry 4:
ORCA calculation (ωB97M-V/def2-TZVPD) on C13H8N3O6Se3TeZr as an isolated structure.

Summary:
Net charge: -1
Relative energy (zero: lowest compared OMol25 entry of this formula, charge and spin): 0.0129 eV
Kohn-Sham gap: 6.73 eV
Spin multiplicity: 1

Each line ends with the Mulliken charge.
Geometry (Å):
Te (-3.44950, 3.62283, -1.70014)  0.04
Zr (-2.13239, 1.09807, -0.16938)  1.35
Se (-4.85163, 2.05294, -0.24567)  -0.27
Se (-1.60311, 3.82027, -0.03138)  -0.47
Se (-4.37835, -0.01876, -1.22156)  -0.32
O (-1.38271, -0.26952, 3.54522)  -0.61
O (-1.05791, -6.08141, 0.52240)  -0.73
O (-1.22006, -5.45847, 2.69785)  -0.71
O (-1.07002, 0.91383, -2.06830)  -0.34
O (-2.44316, 0.71501, 1.82886)  -0.74
O (0.05684, 1.05225, 0.09476)  -0.56
N (0.72158, 1.30213, -0.99354)  1.16
N (0.17626, 1.25172, -2.13205)  -0.56
N (-1.67151, -1.16578, 0.22006)  0.20
C (4.63506, 2.72529, -0.61567)  -0.45
C (-1.54468, -2.78880, 1.96415)  -0.60
C (-1.38077, -3.80455, 1.02885)  0.25
C (2.93851, 1.66853, -1.95595)  -0.44
C (-1.69875, -1.49276, 1.51949)  0.69
C (-1.20216, -5.28885, 1.46906)  0.44
C (-1.49962, -2.13436, -0.68425)  -0.47
C (-1.83120, -0.29947, 2.42965)  0.37
C (-1.35716, -3.45713, -0.31720)  -0.87
C (2.45243, 2.34572, 0.32216)  -0.16
C (4.22834, 2.15036, -1.81226)  -0.47
C (2.06670, 1.78517, -0.88384)  0.15
C (3.74920, 2.82026, 0.44648)  -0.55
H (-1.22303, -4.24324, -1.04769)  0.48
H (-1.47146, -1.81931, -1.72135)  0.60
H (4.92232, 2.06592, -2.63812)  0.36
H (1.74308, 2.39864, 1.13450)  0.48
H (4.06666, 3.26201, 1.38151)  0.36
H (5.64840, 3.09009, -0.50934)  0.37
H (-1.54195, -3.02851, 3.01819)  0.56
H (2.60577, 1.20987, -2.87548)  0.46

| no. | E (a.u.) |
| --- | --- |
| 1 | -3180.24930 |
| 2 | -2185.51309 |
| 3 | -1459.74160 |
| 4 | -8635.52722 |